(1)
C4H4N2 | ωB97M-V/def2-TZVPD

```
! RIJCOSX wB97M-V def2-TZVPD def2/J DEFGRID3
* xyz 0 1
C 1.237 0.285 0.071
C 1.733 0.257 -1.220
C -0.112 -0.216 -1.522
C -1.117 -0.199 0.811
N 1.036 -0.132 -2.211
N -0.037 -0.012 -0.137
H 1.622 0.710 1.032
H -2.001 -0.534 0.416
H -0.922 -0.951 1.695
H -1.440 0.791 1.065
*
```

As for the HOMO-LUMO gap (alpha / beta): 8.5 / 7.6 eV. Its LUMO energy (alpha / beta) is -0.2 / -1.1 eV. As for the strongest force on any atom: 0.0759 hartree/bohr. The relative energy (zero: lowest compared OMol25 entry of this formula, charge and spin) is 569.4 kJ/mol. The molecular weight is 80.1 g/mol.



(2)
C27H31N5O4 | ωB97M-V/def2-TZVPD

```
! RIJCOSX wB97M-V def2-TZVPD def2/J DEFGRID3
* xyz 0 1
C 1.153 5.514 -1.473
C 0.210 4.410 -1.108
C -1.155 4.654 -0.991
C -2.028 3.636 -0.650
C -1.554 2.357 -0.418
C -0.190 2.109 -0.514
C 0.684 3.129 -0.865
H 1.739 2.917 -0.959
N 0.308 0.792 -0.313
C 0.187 0.114 0.847
O 0.485 -1.072 0.946
C -0.248 0.894 2.077
C -1.182 0.062 2.964
C -2.557 0.001 2.326
O -3.448 0.770 2.602
N -2.669 -0.976 1.376
C -3.799 -1.228 0.628
N -3.791 -2.177 -0.279
O -5.024 -2.190 -0.846
C -5.788 -1.240 -0.281
C -5.064 -0.583 0.671
H -5.355 0.221 1.311
C -7.183 -1.080 -0.755
H -7.732 -2.011 -0.620
H -7.193 -0.836 -1.816
H -7.672 -0.287 -0.197
H -1.879 -1.578 1.177
H -1.282 0.542 3.937
H -0.765 -0.939 3.089
H -0.708 1.847 1.826
H 0.674 1.097 2.632
C 1.042 0.210 -1.443
C 0.532 -1.147 -1.863
C 1.380 -2.062 -2.480
C 0.863 -3.285 -2.875
N -0.397 -3.639 -2.694
C -1.208 -2.765 -2.125
C -0.800 -1.507 -1.708
H -1.513 -0.828 -1.268
H -2.232 -3.080 -1.985
H 1.492 -4.021 -3.358
H 2.418 -1.824 -2.655
H 0.906 0.899 -2.286
C 2.553 0.227 -1.105
O 3.290 1.077 -1.566
N 2.930 -0.741 -0.265
H 2.213 -1.332 0.143
C 4.264 -0.850 0.286
C 4.268 -0.427 1.761
C 3.860 -1.702 2.491
H 2.790 -1.876 2.368
H 4.082 -1.667 3.556
C 4.663 -2.781 1.764
H 5.672 -2.823 2.175
H 4.215 -3.768 1.869
C 4.711 -2.324 0.296
H 5.712 -2.429 -0.116
H 4.033 -2.913 -0.321
H 5.276 -0.131 2.055
H 3.594 0.409 1.942
H 4.904 -0.212 -0.329
H -2.236 1.560 -0.163
H -3.086 3.834 -0.571
H -1.534 5.648 -1.175
H 2.117 5.114 -1.775
H 1.306 6.171 -0.617
H 0.746 6.114 -2.284
*
```

As for the structure (SMILES): Cc1cccc(N(C(=O)CCC(=O)Nc2cc(C)on2)[C@@H](C(=O)NC2CCCC2)c2ccncc2)c1. As for the HOMO-LUMO gap: 9.9 eV. Its LUMO energy is 0.6 eV. As for the strongest force on any atom: 0.0248 hartree/bohr. The relative energy (zero: lowest compared OMol25 entry of this formula, charge and spin) is 136.8 kJ/mol. The molecular weight is 489.6 g/mol.



(3)
C38H84Cl18N3OP | ωB97M-V/def2-TZVPD

```
! RIJCOSX wB97M-V def2-TZVPD def2/J DEFGRID3
* xyz 0 1
C 9.905 -2.616 -0.738
C 9.645 -1.092 -0.783
C 8.748 -0.652 0.398
C 8.015 0.692 0.154
C 6.788 0.574 -0.780
C 5.434 0.741 -0.038
C 4.502 1.705 -0.774
C 3.226 2.055 0.026
C 1.930 1.515 -0.647
C 0.694 2.372 -0.313
C -0.332 2.466 -1.446
C -1.400 1.350 -1.444
C -2.279 1.360 -0.174
C -3.537 2.258 -0.200
C -4.818 1.512 -0.638
C -5.838 1.381 0.513
P -7.318 0.275 0.119
C -8.147 1.589 -1.038
O -8.354 1.052 -2.338
C -9.527 0.283 -2.341
C -6.730 -1.077 1.365
C -7.505 -2.402 1.267
N -6.933 -3.346 2.238
N -8.898 -2.210 1.646
N -7.355 -3.080 -0.026
H 9.015 -3.149 -0.405
H 10.139 -2.955 -1.747
H 10.728 -2.872 -0.075
H 10.602 -0.579 -0.709
H 9.134 -0.828 -1.709
H 8.066 -1.475 0.606
H 9.432 -0.496 1.267
H 7.697 1.065 1.128
H 8.763 1.394 -0.222
H 6.891 1.306 -1.582
H 6.830 -0.417 -1.237
H 5.627 1.056 0.987
H 5.004 -0.261 0.029
H 5.061 2.642 -0.875
H 4.280 1.389 -1.792
H 3.103 3.141 0.040
H 3.279 1.714 1.059
H 2.131 1.448 -1.716
H 1.759 0.511 -0.251
H 1.041 3.389 -0.108
H 0.273 2.017 0.628
H 0.156 2.535 -2.416
H -0.861 3.415 -1.328
H -1.976 1.379 -2.373
H -0.878 0.387 -1.458
H -2.608 0.334 0.007
H -1.679 1.691 0.673
H -3.355 3.093 -0.876
H -3.681 2.651 0.807
H -5.296 2.107 -1.422
H -4.589 0.561 -1.125
H -5.394 1.016 1.439
H -6.276 2.352 0.756
H -8.468 0.438 0.970
H -7.331 -0.674 -0.948
H -7.606 2.536 -1.065
H -9.145 1.831 -0.638
H -9.551 -0.339 -3.234
H -9.569 -0.380 -1.472
H -10.425 0.907 -2.363
H -6.957 -0.660 2.353
H -5.653 -1.243 1.285
H -7.240 -4.257 1.930
H -7.359 -3.210 3.146
H -9.328 -1.453 1.129
H -9.442 -3.024 1.402
H -8.160 -2.916 -0.602
H -6.508 -2.780 -0.478
Cl 5.115 -2.831 0.757
C 5.527 -4.319 1.649
C 6.121 -4.030 3.005
Cl 7.740 -3.298 2.892
H 6.206 -4.903 1.032
H 4.602 -4.881 1.766
H 6.232 -4.959 3.561
H 5.488 -3.360 3.581
Cl 2.094 4.453 -2.800
C 2.265 6.224 -2.804
C 2.425 6.778 -1.412
Cl 0.934 6.615 -0.449
H 1.396 6.644 -3.306
H 3.147 6.457 -3.398
H 2.655 7.840 -1.463
H 3.228 6.279 -0.875
Cl 0.080 5.149 -6.063
C -1.050 3.785 -5.986
C -2.431 4.254 -5.628
Cl -2.539 4.839 -3.948
H -0.662 3.053 -5.281
H -1.070 3.328 -6.973
H -3.134 3.433 -5.722
H -2.756 5.058 -6.283
Cl 10.419 3.414 1.506
C 9.179 3.538 2.780
C 9.457 2.610 3.935
Cl 9.255 0.899 3.484
H 8.211 3.335 2.328
H 9.185 4.569 3.128
H 8.757 2.808 4.745
H 10.465 2.740 4.318
Cl -2.601 -4.885 0.189
C -3.808 -5.461 1.370
C -3.179 -6.265 2.479
Cl -2.550 -7.830 1.900
H -4.555 -6.039 0.832
H -4.294 -4.578 1.784
H -3.924 -6.486 3.241
H -2.361 -5.727 2.948
Cl -5.615 6.159 -6.832
C -6.531 4.984 -7.812
C -6.804 3.708 -7.056
Cl -5.314 2.776 -6.770
H -5.970 4.797 -8.724
H -7.473 5.460 -8.080
H -7.471 3.072 -7.634
H -7.266 3.902 -6.098
Cl 11.168 1.335 6.999
C 12.282 -0.055 6.983
C 11.832 -1.127 6.020
Cl 10.343 -1.936 6.565
H 12.360 -0.436 7.997
H 13.257 0.323 6.683
H 12.600 -1.894 5.941
H 11.651 -0.720 5.028
Cl -0.862 -8.683 -4.112
C -1.932 -8.512 -2.696
C -1.443 -9.308 -1.513
Cl -1.578 -11.066 -1.781
H -2.933 -8.814 -2.993
H -1.954 -7.454 -2.441
H -2.047 -9.074 -0.639
H -0.406 -9.082 -1.282
Cl -8.793 -2.978 5.208
C -8.718 -1.206 5.040
C -8.345 -0.528 6.334
Cl -9.633 -0.659 7.558
H -9.680 -0.863 4.671
H -7.967 -0.994 4.282
H -8.182 0.534 6.157
H -7.436 -0.948 6.756
*
```

As for the structure (SMILES): CCCCCCCCCCCCCCCC[PH2](COC)CC(N)(N)N.ClCCCl.ClCCCl.ClCCCl.ClCCCl.ClCCCl.ClCCCl.ClCCCl.ClCCCl.ClCCCl. As for the HOMO-LUMO gap: 8.4 eV. Its LUMO energy is 0.4 eV. As for the strongest force on any atom: 0.0284 hartree/bohr. The molecular weight is 1268.2 g/mol.



(4)
C33H21N11PtS | ωB97M-V/def2-TZVPD

```
! RIJCOSX wB97M-V def2-TZVPD def2/J DEFGRID3
* xyz 2 5
Pt 0.139 -0.254 0.322
C 0.343 -0.997 -6.218
C 1.116 -2.115 -5.907
C 1.412 -2.441 -4.586
C 0.893 -1.625 -3.602
C 1.050 -1.650 -2.145
N 0.317 -0.651 -1.614
C -0.230 0.115 -2.645
N -0.773 1.303 -2.474
C -1.175 1.764 -1.323
C -1.226 3.203 -1.028
C -1.284 4.087 -2.097
C -1.238 5.461 -1.903
C -1.101 5.971 -0.621
C -1.002 5.115 0.461
C -1.070 3.729 0.286
C -0.829 2.886 1.405
N -1.373 2.134 2.225
C -0.638 1.173 2.928
N 0.095 0.231 2.300
C 0.734 -0.503 3.278
N 1.631 -1.477 3.112
C 2.017 -1.938 1.968
N 1.547 -1.583 0.706
C 2.099 -2.412 -0.223
N 1.861 -2.483 -1.516
C 3.046 -3.307 0.447
C 3.875 -4.288 -0.054
C 4.674 -4.968 0.862
C 4.629 -4.670 2.221
C 3.783 -3.680 2.718
C 3.002 -3.008 1.804
C 0.325 -0.016 4.573
C 0.670 -0.398 5.860
C 0.090 0.299 6.909
C -0.802 1.355 6.681
C -1.139 1.750 5.398
C -0.567 1.042 4.344
N -1.551 0.825 -0.279
C 0.114 -0.507 -3.909
C -0.167 -0.170 -5.223
H 0.149 -0.765 -7.256
H 1.499 -2.731 -6.709
H 2.029 -3.293 -4.335
H -1.365 3.680 -3.096
H -1.293 6.125 -2.754
H -1.055 7.039 -0.459
H -0.860 5.509 1.459
H 3.902 -4.515 -1.111
H 5.343 -5.744 0.514
H 5.264 -5.219 2.902
H 3.742 -3.447 3.773
H 1.365 -1.209 6.033
H 0.330 0.027 7.927
H -1.230 1.873 7.528
H -1.821 2.572 5.225
H -0.745 0.712 -5.468
N -2.521 -0.142 -0.763
N -3.651 0.472 -1.318
C -4.055 -0.063 -2.471
N -5.133 0.374 -3.089
S -3.103 -1.355 -3.060
H -2.780 -0.726 0.031
H -1.967 1.313 0.517
H -4.213 1.127 -0.784
H -5.682 1.145 -2.736
H -5.447 -0.062 -3.943
*
```

As for the HOMO-LUMO gap (alpha / beta): 5.8 / 4.6 eV. Its LUMO energy (alpha / beta) is -6.1 / -9.1 eV. As for the strongest force on any atom: 0.0095 hartree/bohr. The relative energy (zero: lowest compared OMol25 entry of this formula, charge and spin) is 0.0 kJ/mol. The molecular weight is 798.8 g/mol.